# 1
Below is C32H54N3OP2PtS as an isolated structure, with properties calculated with ωB97M-V/def2-TZVPD.

Calculated values
Relative energy (zero: lowest compared OMol25 entry of this formula, charge and spin) = 0.0 kJ/mol
DFT total energy = -2691.16356 Eh
HOMO (spin up / spin down) = -7.191 / -9.575 eV
Total charge = +1
Expectation value of S² = 2.048
2S+1 = 3

Structure (XYZ):
```
94
Properties=species:S:1:pos:R:3:mulliken_charge:R:1
C -0.761 -2.302 -1.163 0.27
C 1.502 -2.134 -0.517 1.09
C -0.503 -3.482 -1.870 -0.73
C 1.758 -3.415 -1.078 -1.07
C 0.765 -4.060 -1.774 -0.84
H -1.304 -3.890 -2.477 0.58
H 2.779 -3.790 -1.009 0.56
H 0.939 -5.029 -2.250 0.45
N 0.186 -1.725 -0.421 0.67
P -2.426 -0.682 0.357 -0.49
P 2.257 0.396 0.490 0.02
C -2.117 -1.641 -1.213 -1.58
H -2.160 -0.966 -2.080 0.67
H -2.883 -2.403 -1.392 0.57
C -0.276 1.389 1.861 0.15
O -0.329 2.266 2.628 -0.68
C 2.500 -1.198 -0.220 -2.04
H 3.524 -1.574 -0.329 0.70
C 3.214 1.232 -1.016 2.15
C 3.400 0.663 2.058 2.19
C -3.665 0.691 -0.119 2.54
C -3.228 -2.086 1.365 2.28
C 2.750 2.683 -1.053 -1.52
H 2.975 3.227 -0.126 0.12
H 3.259 3.207 -1.878 0.66
H 1.668 2.724 -1.215 -0.06
C 4.740 1.147 -0.896 -1.98
H 5.156 1.684 -0.040 0.39
H 5.082 0.105 -0.878 0.31
H 5.169 1.608 -1.801 0.51
C 2.909 0.496 -2.327 -1.74
H 3.311 1.074 -3.170 0.60
H 3.386 -0.491 -2.363 0.49
H 1.839 0.346 -2.496 0.10
C 3.758 2.155 2.189 -1.89
H 2.850 2.765 2.292 0.31
H 4.355 2.296 3.103 0.53
H 4.351 2.551 1.360 0.28
C 2.696 0.279 3.358 -1.80
H 1.798 0.870 3.554 0.34
H 2.424 -0.777 3.375 0.25
H 3.389 0.449 4.199 0.64
C 4.637 -0.237 1.984 -1.84
H 5.283 -0.048 1.125 0.29
H 5.247 -0.062 2.883 0.54
H 4.353 -1.297 1.972 0.31
C -3.540 -1.552 2.769 -1.22
H -4.067 -2.337 3.334 0.51
H -2.621 -1.304 3.313 -0.04
H -4.179 -0.661 2.756 0.14
C -2.230 -3.247 1.497 -1.82
H -2.020 -3.732 0.535 0.28
H -1.291 -2.902 1.938 0.04
H -2.661 -4.008 2.166 0.70
C -4.509 -2.656 0.716 -1.64
H -4.680 -3.666 1.124 0.55
H -5.400 -2.065 0.957 0.39
H -4.438 -2.763 -0.373 0.16
C -3.729 0.846 -1.644 -1.62
H -4.135 -0.047 -2.142 0.29
H -4.396 1.690 -1.885 0.64
H -2.738 1.074 -2.053 -0.30
C -3.151 2.013 0.473 -1.75
H -2.169 2.275 0.061 0.10
H -3.857 2.814 0.204 0.58
H -3.085 1.972 1.568 0.32
C -5.089 0.448 0.397 -1.89
H -5.567 -0.405 -0.097 0.33
H -5.132 0.325 1.486 0.26
H -5.688 1.339 0.149 0.54
Pt -0.143 -0.020 0.699 3.39
N -0.402 0.898 -1.426 -0.28
C 0.102 1.502 -2.302 -1.02
C -0.035 2.495 -3.469 2.16
C 1.035 2.252 -4.534 -1.68
C -1.416 2.287 -4.085 -1.70
C 0.098 3.911 -2.911 -1.48
H 2.040 2.389 -4.115 0.20
H 0.948 1.231 -4.929 0.36
H 0.917 2.966 -5.365 0.49
H -2.208 2.494 -3.356 0.33
H -1.556 2.933 -4.959 0.45
H -1.532 1.245 -4.404 0.38
H 0.014 4.652 -3.715 0.46
H -0.664 4.102 -2.142 0.26
H 1.074 4.053 -2.440 0.40
S -0.333 -1.606 5.631 -0.15
C 0.568 -2.848 4.801 -0.45
C 0.676 -2.542 3.460 -0.98
N 0.035 -1.373 3.080 0.56
C -0.526 -0.774 4.134 -0.63
H 0.976 -3.730 5.283 0.45
H 1.214 -3.142 2.720 0.37
H -1.071 0.166 4.109 0.26
```

# 2
Below is C32H54O16S5 as an isolated structure, with properties calculated with ωB97M-V/def2-TZVPD.

Calculated values
Relative energy (zero: lowest compared OMol25 entry of this formula, charge and spin) = 2611.8 kJ/mol
DFT total energy = -4445.38931 Eh
HOMO = -7.634 eV

Structure (XYZ):
```
107
Properties=species:S:1:pos:R:3:mulliken_charge:R:1
C 4.950 2.250 2.063 -0.48
C 4.597 2.846 0.674 0.33
O 3.412 3.581 0.844 -0.42
S 2.588 3.066 2.154 1.16
O 1.812 1.844 1.796 -0.23
O 1.845 4.120 2.808 -0.67
O 3.949 2.637 2.992 -0.41
H 5.878 2.670 2.452 0.32
H 4.997 1.161 2.061 0.29
H 4.428 2.032 -0.030 -0.31
H 5.428 3.442 0.298 0.51
O -5.133 -1.235 0.955 -0.82
S -3.761 -0.769 0.817 1.70
O -2.788 -1.505 0.029 -0.64
O -3.902 0.823 0.161 -0.61
C -2.699 1.368 -0.318 2.06
C -2.760 2.867 -0.268 -1.69
C -3.119 -0.586 2.553 -0.98
H -2.443 0.925 -1.281 -0.41
H -1.932 1.090 0.403 -0.85
H -3.407 3.324 -1.017 0.38
H -1.762 3.304 -0.311 0.19
H -3.003 3.213 0.737 0.45
H -2.433 0.260 2.543 0.78
H -2.707 -1.486 3.010 -0.07
H -4.017 -0.371 3.134 0.51
O -4.284 0.660 5.106 -0.63
S -3.199 -0.302 5.322 1.08
O -3.527 -1.744 5.207 -0.56
O -1.987 0.026 4.236 -0.50
C -0.949 -0.842 3.998 0.22
C 0.226 0.049 3.680 -2.20
C -2.349 0.164 6.951 -0.91
H -1.233 -1.447 3.136 -0.50
H -0.785 -1.494 4.856 1.33
H 0.030 0.784 2.900 1.00
H 1.098 -0.581 3.506 0.12
H 0.513 0.512 4.624 0.55
H -3.033 -0.232 7.701 0.44
H -2.167 1.238 6.927 0.33
H -1.475 -0.487 6.914 0.29
O 2.192 -1.685 -2.448 -0.51
S 2.523 -0.467 -3.155 1.55
O 3.276 0.551 -2.530 -0.52
O 3.351 -0.915 -4.556 -0.41
C 4.725 -1.096 -4.508 0.13
C 5.202 -1.554 -5.845 -1.45
C 1.003 0.144 -3.967 -1.22
H 4.982 -1.872 -3.788 0.26
H 5.172 -0.126 -4.290 0.19
H 6.193 -2.007 -5.869 0.41
H 5.239 -0.802 -6.633 0.32
H 4.587 -2.374 -6.214 0.35
H 0.311 0.737 -3.368 0.55
H 0.469 -0.720 -4.362 0.49
H 1.427 0.705 -4.800 0.53
O -1.340 0.391 -2.663 -0.81
S -2.303 -0.714 -2.513 2.00
O -3.645 -0.394 -2.046 -0.61
O -2.375 -1.547 -3.985 -0.41
C -3.272 -2.648 -3.996 -0.14
C -4.314 -2.318 -4.995 -1.29
C -1.550 -1.956 -1.418 -1.71
H -3.751 -2.917 -3.054 0.27
H -2.757 -3.577 -4.241 0.44
H -5.149 -2.994 -5.183 0.39
H -3.852 -2.162 -5.970 0.31
H -4.713 -1.367 -4.642 0.30
H -0.689 -2.336 -1.968 0.95
H -2.245 -2.793 -1.341 0.82
H -1.316 -1.460 -0.476 -0.85
C -1.385 -2.485 1.389 0.09
C -0.118 -2.327 1.841 0.00
C 0.285 -2.843 3.084 -0.44
C -0.694 -3.587 3.778 -0.90
C -2.010 -3.757 3.311 -0.84
C -2.334 -3.209 2.090 0.05
H -1.635 -2.195 0.379 0.64
H 0.584 -1.826 1.191 0.21
H 1.311 -2.823 3.420 0.61
H -0.487 -3.912 4.787 0.42
H -2.816 -4.325 3.751 0.44
H -3.271 -3.294 1.559 0.59
C 2.416 0.020 0.426 -0.91
C 2.032 -0.166 -0.881 -0.19
C 0.750 -0.460 -1.161 -0.30
C -0.255 -0.221 -0.255 1.32
C 0.107 0.017 1.027 -0.44
C 1.445 0.012 1.396 -0.32
H 3.466 0.032 0.681 0.94
H 2.751 -0.198 -1.687 -0.83
H 0.449 -0.718 -2.165 0.61
H -1.287 -0.328 -0.552 -1.34
H -0.630 0.069 1.815 0.11
H 1.595 0.219 2.445 -0.15
C 0.765 4.579 -1.820 -1.14
C 1.514 4.081 -2.929 -0.59
C 2.175 2.932 -2.875 -1.32
C 2.178 2.348 -1.635 1.24
C 1.445 2.764 -0.529 1.42
C 0.702 3.971 -0.629 -0.65
H 0.277 5.525 -2.003 0.42
H 1.391 4.633 -3.849 0.38
H 2.826 2.634 -3.683 0.43
H 2.699 1.406 -1.729 -0.38
H 1.396 2.153 0.360 -0.41
H 0.084 4.377 0.157 0.77
```

Result set for molecular weight: 785.9 855.1 g/mol, one per record in the order listed.